Record 1
Formula: C5H14O2
Source: the OMol25 dataset
Level of theory: ωB97M-V/def2-TZVPD

Cartesian coordinates (Å):
C (-1.343, 1.232, -0.341)
O (-2.343, 0.781, 0.758)
C (-0.091, 0.378, -0.329)
C (0.327, -0.388, 0.898)
C (0.906, 0.553, 1.909)
C (2.469, 0.816, 1.709)
H (-2.021, 1.261, -1.189)
H (-0.985, 2.298, -0.159)
H (-3.024, 1.482, 0.883)
H (-0.145, -0.364, -1.177)
H (0.724, 1.095, -0.566)
H (-0.648, -0.835, 1.288)
H (0.997, -1.223, 0.711)
H (0.305, 1.525, 1.851)
H (0.858, 0.112, 2.935)
H (2.848, 1.326, 0.846)
H (2.892, -0.221, 1.892)
H (2.682, 1.412, 2.585)
H (0.962, -2.802, -3.878)
H (-0.571, -2.352, -4.287)
O (0.034, -3.063, -3.859)

Force components x, y, z for each atom (eV/Å):
C 0.115 -0.692 3.398
O 1.996 1.311 -1.837
C 0.480 -0.189 -2.074
C -2.873 -0.926 0.985
C 1.156 1.622 0.345
C -1.714 -1.790 1.817
H -0.202 -0.002 -0.696
H -1.095 -0.645 0.138
H -0.045 -0.156 -0.185
H 0.005 0.650 0.405
H -0.346 -0.396 -0.369
H 1.370 0.172 -0.211
H 0.029 0.046 -0.388
H 0.859 -1.085 0.562
H -0.360 0.470 -0.775
H -0.109 -0.051 -0.654
H 0.088 1.416 -0.577
H 0.640 0.209 0.120
H -0.355 0.358 -0.358
H 2.161 -1.771 0.976
O -1.798 1.449 -0.621

Summary:
2S+1 = 2
lowest unoccupied orbital energy (spin up / spin down) = -0.1448 / -0.3769 hartree
charge = +1
energy relative to the best compared isomer or geometry (same formula, charge and spin) = 276.2 kJ/mol


Record 2
Formula: C5H10N2
Source: the OMol25 dataset
Level of theory: ωB97M-V/def2-TZVPD

Cartesian coordinates (Å):
C (0.860, -0.257, 0.424)
C (0.664, -0.019, -0.943)
C (-2.093, -0.517, 0.794)
C (-0.836, -1.277, 0.497)
C (1.810, 1.607, -0.881)
N (-0.676, -2.515, 0.391)
N (1.321, 2.595, -0.285)
H (-1.500, -3.077, 0.650)
H (1.751, 3.502, -0.501)
H (0.743, 0.515, 1.175)
H (1.567, -1.034, 0.689)
H (1.184, -0.688, -1.621)
H (-0.226, 0.414, -1.386)
H (2.646, 1.657, -1.604)
H (-2.415, 0.038, -0.089)
H (-2.899, -1.182, 1.125)
H (-1.901, 0.235, 1.562)

Force components x, y, z for each atom (eV/Å):
C -5.156 -4.021 2.485
C 4.307 4.844 -2.273
C 0.194 0.268 0.034
C 2.643 0.795 1.491
C -1.824 -1.369 -2.238
N 0.161 -0.332 0.455
N -0.316 -0.218 -0.049
H -0.096 0.339 -0.627
H 0.366 -0.455 0.337
H -0.071 0.251 -0.283
H 0.132 0.147 -0.047
H -0.201 -0.118 0.030
H -0.155 0.013 0.443
H -0.030 -0.074 0.368
H -0.065 -0.073 -0.033
H 0.140 0.068 -0.149
H -0.027 -0.066 0.057

Summary:
2S+1 = 1
lowest unoccupied orbital energy = 0.0393 hartree
energy relative to the best compared isomer or geometry (same formula, charge and spin) = 444.9 kJ/mol


Record 3
Formula: C18H22N4O5Sm
Source: the OMol25 dataset
Level of theory: ωB97M-V/def2-TZVPD

Cartesian coordinates (Å):
Sm (0.663, 0.640, 2.282)
N (0.169, 1.058, 4.475)
N (0.931, 2.282, 4.149)
C (0.081, 3.257, 3.417)
O (0.113, 4.437, 3.733)
O (-0.502, 2.574, 2.425)
H (-0.783, 1.251, 4.809)
H (0.659, 0.488, 5.156)
H (1.411, 2.655, 4.959)
C (4.423, 2.314, 0.963)
C (4.007, 0.945, 1.386)
N (4.899, -0.004, 1.365)
O (2.809, 0.780, 1.823)
H (5.473, 2.407, 0.685)
H (4.181, 3.021, 1.777)
H (3.753, 2.616, 0.090)
H (5.863, 0.286, 1.232)
H (4.661, -0.849, 1.886)
C (-3.133, 1.370, -4.386)
C (-2.048, 1.263, -3.338)
C (-0.918, 2.054, -3.465)
C (0.190, 1.850, -2.633)
C (0.094, 0.933, -1.607)
C (-1.041, 0.130, -1.435)
N (-1.021, -0.774, -0.272)
C (-0.896, -2.229, -0.301)
C (-0.973, -3.033, -1.436)
C (-0.837, -4.413, -1.289)
C (-0.454, -4.986, -0.079)
C (-0.247, -4.167, 1.035)
C (-0.542, -2.801, 0.991)
C (-0.357, -1.784, 2.155)
O (0.903, -1.586, 2.446)
O (-1.332, -1.086, 2.539)
C (-2.181, 0.279, -2.302)
C (-3.477, -0.494, -2.284)
H (-2.946, 2.203, -5.039)
H (-4.109, 1.503, -3.886)
H (-3.173, 0.446, -4.998)
H (-0.932, 2.831, -4.255)
H (1.097, 2.406, -2.770)
H (0.957, 0.685, -1.011)
H (-1.663, -0.483, 0.474)
H (-0.993, -2.584, -2.433)
H (-1.015, -5.027, -2.174)
H (-0.284, -6.065, 0.058)
H (0.049, -4.547, 2.013)
H (-3.719, -0.855, -3.307)
H (-4.341, 0.161, -2.023)
H (-3.469, -1.355, -1.601)

Force components x, y, z for each atom (eV/Å):
Sm -1.202 -0.210 -1.615
N -0.274 0.848 0.865
N -0.441 -0.719 0.658
C -0.390 0.577 -0.988
O -0.157 -2.502 -0.773
O 0.734 1.585 1.589
H 0.422 0.033 -0.060
H 0.124 0.189 0.176
H -0.168 0.232 0.025
C -1.212 0.784 -0.973
C -1.751 1.369 0.793
N 0.158 -0.617 0.768
O 2.552 -0.103 -0.996
H -0.159 -0.073 -0.026
H 0.156 -0.350 -0.301
H 0.968 -0.325 1.010
H -0.248 -0.550 -0.050
H 0.386 0.033 -0.487
C -0.322 -0.470 0.706
C -0.270 -0.851 0.270
C 0.339 0.241 -0.127
C -0.825 0.283 -0.125
C -0.381 -0.829 -0.421
C -1.582 -0.487 -0.113
N 0.027 0.208 -0.050
C 0.494 0.811 1.520
C 0.418 0.518 0.507
C 0.248 -0.366 -0.090
C 0.053 -0.203 0.264
C -0.635 1.054 0.640
C -0.403 0.341 -1.288
C -0.059 -1.705 -1.798
O -1.514 0.198 0.542
O 2.075 0.073 0.031
C 1.538 0.790 -0.217
C -0.339 -0.227 0.073
H 0.001 0.343 -0.286
H 0.278 -0.040 -0.466
H -0.049 0.479 0.317
H 0.305 -0.633 0.561
H 0.231 0.261 -0.066
H 0.279 0.072 0.291
H 0.028 -0.329 -0.705
H -0.510 -0.093 0.344
H 0.245 0.027 0.309
H -0.207 0.634 -0.395
H 0.063 -0.297 -0.371
H 0.285 0.029 0.658
H 0.642 -0.350 0.036
H 0.048 0.318 -0.166

Summary:
2S+1 = 6
lowest unoccupied orbital energy (spin up / spin down) = -0.1382 / -0.1101 hartree
charge = +1
energy relative to the best compared isomer or geometry (same formula, charge and spin) = 24.4 kJ/mol


Record 4
Formula: C4H5FOS
Source: the OMol25 dataset
Level of theory: ωB97M-V/def2-TZVPD

Cartesian coordinates (Å):
F (0.451, 1.143, -2.466)
C (0.704, 0.181, -1.561)
C (-0.261, -0.403, -0.695)
O (-1.278, -0.093, 0.250)
C (-0.604, -0.227, 1.652)
S (1.155, 0.272, 1.412)
C (0.805, 0.725, -0.268)
H (1.191, -0.687, -1.905)
H (0.002, -1.553, -0.671)
H (-1.031, 0.472, 2.222)
H (-0.918, -1.134, 2.146)
H (-0.216, 1.305, -0.116)

Force components x, y, z for each atom (eV/Å):
F 0.116 0.281 -1.488
C -0.638 1.631 -2.365
C -1.237 -4.093 2.869
O 0.203 -1.111 0.972
C 0.074 -1.120 -3.830
S 0.954 -0.685 -0.108
C -2.425 0.191 3.706
H 1.496 -0.221 -0.919
H -0.562 2.248 0.552
H -1.910 3.176 1.801
H 0.834 -0.979 -0.422
H 3.096 0.682 -0.769

Summary:
2S+1 = 1
lowest unoccupied orbital energy = 0.0232 hartree
structure (SMILES) = F[C@@H]1[C@@H]2OCS[C@@H]12
energy relative to the best compared isomer or geometry (same formula, charge and spin) = 523.8 kJ/mol


Record 5
Formula: C32H38Ge2N4O6S2ScSe
Source: the OMol25 dataset
Level of theory: ωB97M-V/def2-TZVPD

Cartesian coordinates (Å):
Sc (-0.279, 0.681, -0.863)
O (-3.859, -3.926, 0.510)
C (-3.999, -2.995, 1.442)
O (-4.747, -3.121, 2.379)
C (-3.210, -1.748, 1.266)
C (-3.295, -0.641, 2.089)
N (-2.390, 0.246, 1.656)
N (-1.705, -0.229, 0.616)
C (-2.188, -1.431, 0.359)
C (-1.553, -2.127, -0.806)
O (-2.001, -3.189, -1.216)
O (-0.523, -1.502, -1.262)
H (-3.245, -3.652, -0.214)
H (-3.937, -0.457, 2.934)
H (-2.179, 1.175, 1.991)
S (1.655, 0.709, -2.649)
C (0.808, 0.098, -3.980)
N (-0.055, -0.890, -3.940)
C (-0.860, -1.113, -5.134)
C (-0.046, -0.549, -6.298)
S (0.990, 0.759, -5.570)
H (-0.310, -1.298, -3.035)
H (-1.815, -0.593, -5.026)
H (-1.049, -2.178, -5.255)
H (-0.685, -0.113, -7.062)
H (0.596, -1.301, -6.753)
C (5.164, -1.133, 3.351)
Ge (3.815, 0.131, 2.714)
C (2.794, 0.811, 4.239)
C (4.670, 1.610, 1.745)
Ge (2.271, -0.978, 1.175)
C (3.127, -1.742, -0.399)
C (4.451, -1.373, -0.640)
C (5.131, -1.831, -1.759)
C (4.496, -2.683, -2.651)
C (3.183, -3.069, -2.417)
C (2.504, -2.604, -1.300)
C (0.866, -2.070, 1.980)
C (0.618, -3.379, 1.568)
C (-0.415, -4.119, 2.133)
C (-1.200, -3.564, 3.132)
C (-0.946, -2.271, 3.570)
C (0.078, -1.530, 2.998)
H (5.824, -0.634, 4.062)
H (5.768, -1.509, 2.525)
H (4.698, -1.981, 3.852)
H (3.423, 1.476, 4.833)
H (2.469, -0.015, 4.873)
H (1.920, 1.367, 3.901)
H (4.715, 2.493, 2.383)
H (4.115, 1.871, 0.844)
H (5.688, 1.339, 1.463)
H (4.962, -0.700, 0.041)
H (6.154, -1.523, -1.934)
H (5.022, -3.046, -3.524)
H (2.682, -3.735, -3.109)
H (1.468, -2.884, -1.159)
H (1.225, -3.832, 0.794)
H (-0.609, -5.126, 1.786)
H (-2.012, -4.134, 3.567)
H (-1.552, -1.839, 4.357)
H (0.255, -0.514, 3.335)
C (-3.279, 5.777, 1.520)
C (-3.023, 4.709, 0.491)
C (-3.866, 3.611, 0.372)
C (-3.659, 2.625, -0.589)
C (-4.653, 1.505, -0.722)
C (-2.551, 2.733, -1.445)
Se (-2.175, 1.290, -2.677)
C (-1.710, 3.851, -1.366)
C (-0.547, 4.034, -2.302)
C (-1.963, 4.816, -0.397)
H (-3.893, 5.397, 2.337)
H (-3.805, 6.625, 1.077)
H (-2.345, 6.152, 1.940)
H (-4.723, 3.524, 1.033)
H (-5.480, 1.640, -0.024)
H (-4.200, 0.529, -0.551)
H (-5.055, 1.472, -1.736)
H (0.240, 3.293, -2.133)
H (-0.108, 5.023, -2.176)
H (-0.863, 3.910, -3.339)
H (-1.303, 5.674, -0.331)
O (-0.096, 2.070, 0.707)
N (0.772, 1.423, 1.397)
O (1.341, 0.421, 0.406)

Force components x, y, z for each atom (eV/Å):
Sc -0.777 -0.378 -0.534
O -0.254 -0.063 0.272
C -0.233 0.131 -0.198
O 0.080 -0.065 0.107
C 0.062 -0.115 -0.018
C -0.073 0.058 -0.093
N -0.007 -0.072 -0.005
N -0.120 0.346 0.018
C 0.030 0.020 -0.033
C 0.184 0.031 0.333
O 0.007 0.018 -0.171
O -0.129 0.533 -0.125
H 0.287 -0.037 -0.096
H -0.002 0.002 -0.002
H -0.013 0.018 -0.035
S 0.064 0.006 -0.096
C -0.031 0.023 0.029
N -0.022 0.002 -0.152
C 0.026 -0.003 -0.019
C -0.009 -0.003 -0.005
S 0.018 0.003 -0.030
H 0.068 -0.123 0.042
H 0.007 0.025 0.015
H -0.023 0.001 -0.008
H 0.001 -0.012 -0.010
H 0.017 0.004 0.024
C 0.025 -0.041 -0.023
Ge -0.200 0.060 -0.049
C 0.030 -0.039 0.021
C 0.004 -0.005 0.001
Ge 0.168 -0.255 0.183
C 0.141 -0.066 0.177
C -0.009 0.032 -0.039
C -0.004 -0.007 -0.013
C -0.004 0.004 0.029
C -0.020 -0.015 -0.008
C -0.107 0.037 -0.029
C 0.136 -0.110 -0.103
C -0.003 0.034 -0.012
C -0.026 -0.001 0.027
C 0.067 -0.048 0.028
C 0.068 -0.012 0.042
C -0.006 0.017 0.012
H 0.000 0.001 -0.001
H 0.001 -0.007 0.005
H -0.002 0.002 0.002
H 0.010 -0.017 0.007
H -0.021 0.013 0.003
H 0.012 0.015 -0.022
H 0.005 -0.008 0.011
H -0.012 -0.001 0.009
H -0.008 0.004 -0.024
H -0.002 -0.011 0.016
H 0.001 -0.003 -0.006
H 0.001 0.006 -0.002
H 0.005 0.007 0.001
H 0.022 0.004 -0.011
H -0.001 0.000 0.019
H -0.004 0.004 0.000
H -0.007 -0.003 -0.001
H -0.003 -0.007 0.004
H 0.009 -0.001 0.012
C 0.003 -0.017 -0.011
C 0.022 0.017 0.000
C -0.002 -0.024 -0.018
C -0.053 0.043 0.012
C 0.022 0.026 0.018
C -0.022 -0.241 0.102
Se 0.316 0.046 0.199
C 0.021 0.027 0.028
C -0.058 0.017 0.025
C 0.012 0.023 -0.009
H -0.004 0.008 0.002
H -0.002 0.002 0.007
H 0.002 0.001 -0.001
H -0.003 0.005 -0.004
H 0.015 -0.014 0.006
H 0.048 -0.055 0.031
H -0.011 0.006 0.001
H 0.035 0.031 -0.025
H 0.013 -0.015 0.013
H 0.021 -0.020 -0.003
H 0.002 -0.009 -0.001
O -0.027 -0.059 -0.178
N 0.237 -0.110 0.022
O -0.008 0.379 0.303

Summary:
2S+1 = 2
lowest unoccupied orbital energy (spin up / spin down) = 0.0076 / 0.0050 hartree
energy relative to the best compared isomer or geometry (same formula, charge and spin) = 7.4 kJ/mol


Record 6
Formula: C3H5N2O
Source: the OMol25 dataset
Level of theory: ωB97M-V/def2-TZVPD

Cartesian coordinates (Å):
C (1.520, 1.032, -0.048)
N (0.467, 0.128, -0.043)
C (-0.015, -0.968, 0.083)
C (-1.670, -1.069, 0.022)
N (-2.136, 0.059, -0.102)
O (-1.870, 1.178, -0.191)
H (2.358, 0.595, -0.497)
H (1.189, 2.080, -0.202)
H (1.889, 0.949, 0.946)
H (0.383, -2.030, -0.020)
H (-2.115, -1.954, 0.052)

Force components x, y, z for each atom (eV/Å):
C -0.187 0.974 1.338
N -2.206 -0.897 0.138
C 0.295 -0.396 -1.233
C 1.768 2.936 0.014
N 0.457 -0.679 0.111
O 0.341 0.537 -0.031
H 1.180 0.036 -1.892
H 0.572 -0.870 -0.509
H 0.193 0.548 1.435
H -0.398 1.311 0.485
H -2.016 -3.501 0.144

Summary:
2S+1 = 1
lowest unoccupied orbital energy (spin up / spin down) = -0.2635 / -0.2640 hartree
structure (SMILES) = C/N=C/C=[N+]=O
charge = +1
energy relative to the best compared isomer or geometry (same formula, charge and spin) = 611.4 kJ/mol